{"formula": "C45H60BaN4OP2S2", "method": "wB97M-V/def2-TZVPD", "multiplicity": 1, "lumo_ev": -4.78, "total_charge": 2, "e_tot_ha": -3549.2390, "e_above_lowest_ev": 1.907, "elements": ["Ba", "O", "C", "C", "C", "C", "C", "C", "C", "C", "N", "H", "H", "H", "H", "H", "H", "H", "H", "H", "H", "H", "C", "S", "C", "C", "C", "N", "P", "C", "C", "C", "C", "C", "C", "C", "C", "C", "C", "C", "C", "P", "C", "C", "C", "C", "C", "C", "C", "C", "C", "C", "C", "C", "H", "H", "H", "H", "H", "H", "H", "H", "H", "H", "H", "H", "H", "H", "H", "H", "H", "H", "H", "H", "H", "H", "H", "H", "H", "H", "H", "H", "H", "C", "C", "C", "C", "N", "C", "S", "N", "C", "C", "C", "C", "H", "H", "H", "H", "H", "H", "H", "H", "H", "H", "H", "H", "H", "H", "H", "H", "H", "H", "H", "H"], "positions_angstrom": [[1.40, -0.19, 0.37], [3.94, -0.46, 0.45], [4.47, -1.02, 1.65], [5.04, 0.05, 2.57], [3.98, 1.08, 3.00], [2.99, 0.45, 3.93], [3.28, 0.40, 5.30], [2.39, -0.23, 6.15], [1.24, -0.80, 5.62], [1.03, -0.68, 4.25], [1.87, -0.07, 3.43], [4.68, -0.01, 0.01], [5.25, -1.75, 1.41], [3.64, -1.54, 2.13], [5.86, 0.57, 2.06], [5.45, -0.43, 3.46], [3.47, 1.48, 2.11], [4.48, 1.91, 3.50], [4.19, 0.85, 5.67], [2.60, -0.28, 7.21], [0.53, -1.31, 6.24], [0.13, -1.11, 3.81], [-5.07, 5.40, 2.62], [-4.66, 3.81, 3.38], [-2.87, 3.74, 2.99], [-2.41, 2.30, 3.20], [-1.15, 1.93, 2.42], [-1.34, 2.00, 0.96], [-1.73, 0.50, 0.14], [-3.14, 1.08, -0.86], [-4.02, 2.05, -0.35], [-5.08, 2.48, -1.13], [-5.28, 1.96, -2.40], [-4.41, 0.99, -2.89], [-3.35, 0.55, -2.13], [-2.59, -0.55, 1.38], [-1.86, -1.63, 1.86], [-2.42, -2.52, 2.77], [-3.72, -2.34, 3.20], [-4.46, -1.28, 2.72], [-3.92, -0.40, 1.79], [0.16, 2.54, 0.28], [-0.09, 2.80, -1.51], [-1.27, 3.21, -2.14], [-1.26, 3.49, -3.50], [-0.09, 3.39, -4.24], [1.09, 3.00, -3.61], [1.08, 2.72, -2.26], [0.18, 4.29, 0.82], [1.30, 4.78, 1.49], [1.34, 6.11, 1.87], [0.27, 6.94, 1.59], [-0.84, 6.45, 0.93], [-0.89, 5.13, 0.53], [-6.08, 5.64, 2.92], [-5.02, 5.32, 1.53], [-4.38, 6.16, 2.98], [-2.34, 4.44, 3.64], [-2.74, 4.04, 1.95], [-3.21, 1.63, 2.91], [-2.21, 2.13, 4.26], [-0.84, 0.92, 2.72], [-0.35, 2.62, 2.71], [-3.85, 2.46, 0.63], [-5.75, 3.24, -0.74], [-6.10, 2.31, -3.00], [-4.57, 0.59, -3.88], [-2.67, -0.20, -2.51], [-0.86, -1.81, 1.49], [-1.83, -3.35, 3.13], [-4.14, -3.03, 3.91], [-5.48, -1.14, 3.06], [-4.54, 0.39, 1.39], [-2.18, 3.30, -1.59], [-2.17, 3.80, -3.98], [-0.09, 3.62, -5.29], [2.01, 2.94, -4.18], [2.02, 2.46, -1.77], [2.13, 4.11, 1.69], [2.21, 6.49, 2.38], [0.31, 7.98, 1.89], [-1.67, 7.11, 0.71], [-1.74, 4.75, -0.02], [3.91, -4.57, -6.00], [4.49, -5.45, -4.90], [3.76, -5.32, -3.57], [3.88, -3.90, -2.99], [3.26, -3.73, -1.69], [1.96, -3.51, -1.47], [1.48, -3.17, 0.12], [1.09, -3.56, -2.47], [-0.34, -3.36, -2.36], [-1.14, -4.39, -3.15], [-1.21, -5.77, -2.50], [0.11, -6.55, -2.51], [4.38, -4.80, -6.95], [4.07, -3.51, -5.80], [2.84, -4.75, -6.11], [5.55, -5.21, -4.77], [4.43, -6.49, -5.22], [4.19, -6.03, -2.85], [2.71, -5.59, -3.71], [3.44, -3.17, -3.68], [4.94, -3.66, -2.88], [3.82, -3.88, -0.87], [1.41, -3.85, -3.38], [-0.58, -2.35, -2.73], [-0.61, -3.42, -1.30], [-0.72, -4.48, -4.16], [-2.15, -4.01, -3.25], [-1.96, -6.36, -3.03], [-1.55, -5.66, -1.47], [0.49, -6.63, -3.53], [-0.06, -7.56, -2.14], [0.86, -6.09, -1.88]], "mulliken_charge": [1.605, -0.397, -0.291, -0.969, 0.022, 0.436, -0.773, -0.626, -0.859, -0.249, 0.544, 0.233, 0.387, 0.296, 0.370, 0.456, -0.560, 0.570, 0.535, 0.437, 0.512, 0.227, -0.814, -0.097, 0.200, -0.687, -0.941, 0.964, 0.442, 0.670, -0.287, -0.756, -0.889, -0.644, -0.873, 1.170, -0.527, -0.775, -0.753, -0.753, -0.554, -0.927, 2.722, -0.330, -0.997, -0.758, -0.830, -1.476, 0.491, -0.397, -0.585, -0.715, -0.623, -0.475, 0.384, 0.188, 0.292, 0.578, -0.707, -0.244, 0.628, -0.237, 1.079, 0.372, 0.480, 0.424, 0.462, 0.501, 0.273, 0.577, 0.423, 0.503, 0.419, 0.318, 0.517, 0.426, 0.474, 0.476, 0.337, 0.470, 0.421, 0.492, 0.187, -1.120, -0.623, 0.350, -1.093, -0.062, 0.331, -0.412, 0.127, -0.400, -0.921, -0.453, -0.939, 0.400, 0.298, 0.260, 0.344, 0.353, 0.368, -0.358, 0.367, 0.443, 0.332, 0.107, 0.145, 0.338, 0.387, 0.371, 0.378, 0.288, 0.219, 0.423, 0.140]}